(1)
Below is a molecular structure, C27H35BrF5MoO6PS5Sb, with properties calculated with ωB97M-V/def2-TZVPD.

Summary:
Multiplicity   2
Electronic energy   -7215.6018 Ha
Orbital gap (spin up / spin down)   4.7900 / 4.8832 eV
Net charge   -2
Energy above the lowest of the compared OMol25 structures with the same formula, charge and spin   69.79 kcal/mol

Element x y z (Å)
Mo 1.71075 -0.44411 -0.72977
S 4.29771 3.35674 1.04940
Sb 3.40310 2.72214 -0.94148
S 1.13016 1.91228 -0.25024
S 3.89683 0.23907 -1.01865
C -0.85535 -3.19909 6.48959
C -1.58440 -2.87731 5.18404
C -2.15272 -4.18648 4.61787
C -2.73734 -1.90936 5.48686
C -0.67777 -2.24447 4.13986
C -1.21135 -2.00687 2.87867
C -0.41904 -1.47938 1.89482
Br -1.17628 -1.15523 0.16995
C 0.94625 -1.13905 2.06546
O 1.58844 -0.74165 1.01515
C 1.46489 -1.28917 3.38196
C 0.64998 -1.87074 4.34390
C 2.89747 -0.91506 3.75655
C 3.60029 -0.06674 2.69210
C 2.90650 -0.10699 5.06563
C 3.70067 -2.21226 3.93821
H -1.54410 -3.67743 7.18618
H -0.47410 -2.29376 6.95679
H -0.02979 -3.88348 6.30741
H -2.76989 -4.68622 5.36312
H -1.34051 -4.85069 4.33174
H -2.76212 -3.99851 3.73914
H -3.40843 -2.32264 6.23801
H -3.31703 -1.70783 4.59153
H -2.34983 -0.96247 5.85419
H -2.24007 -2.22849 2.64311
H 1.08212 -2.04568 5.31441
H 3.01635 0.81855 2.42809
H 3.78735 -0.65336 1.79067
H 4.56219 0.27391 3.07546
H 2.26920 0.76994 4.97237
H 3.92195 0.22745 5.27065
H 2.56344 -0.69425 5.91573
H 3.63045 -2.80271 3.02864
H 3.31641 -2.80495 4.76681
H 4.74591 -1.97560 4.13026
O 2.64250 -3.17751 0.82472
C 2.89611 -3.22295 -0.36503
O 2.48709 -2.46820 -1.27907
H 3.57590 -4.04862 -0.73404
F -1.41103 -2.39082 -6.87592
C -0.71082 -1.96160 -5.78978
C 0.23897 -0.93434 -5.91012
F 0.50389 -0.44104 -7.14394
C 0.88484 -0.43408 -4.80471
F 1.78500 0.56571 -4.95123
C 0.64261 -0.93983 -3.49496
O 1.18524 -0.46780 -2.42518
C -0.26173 -2.04900 -3.43131
F -0.38447 -2.67902 -2.24009
C -0.93547 -2.52165 -4.52695
F -1.80064 -3.55327 -4.40822
C 0.02219 4.08969 -5.54849
C 0.03554 3.87772 -4.03771
C 1.02035 4.80370 -3.34007
O -1.28835 4.11436 -3.56750
P -1.68577 3.72582 -2.02940
S -1.30027 5.15579 -0.75153
S -1.02299 1.80281 -1.78158
O -3.28712 3.70694 -2.13700
C -4.17991 3.02819 -3.01026
C -3.66666 1.69461 -3.52342
C -4.54507 3.96230 -4.16030
H 1.00207 3.85378 -5.95958
H -0.22487 5.12704 -5.76899
H -0.72185 3.44615 -6.01659
H 0.30075 2.83198 -3.82229
H 0.71371 5.83714 -3.49292
H 2.02926 4.64717 -3.71653
H 1.01275 4.59914 -2.26991
H -5.06991 2.85191 -2.38722
H -2.77050 1.84122 -4.11971
H -4.43312 1.22608 -4.13536
H -3.42436 1.03416 -2.69545
H -3.65020 4.21000 -4.72567
H -4.96965 4.88267 -3.76703
H -5.27226 3.48563 -4.81389

Force components x, y, z for each atom (eV/Å):
3.37 3.96 1.52
0.05 0.08 -0.07
0.07 -0.43 0.25
0.99 -2.13 -0.14
-0.33 -0.23 -0.08
-0.08 0.08 -0.23
-0.06 -0.04 0.15
0.08 0.13 0.13
0.12 -0.11 0.02
0.26 0.10 -0.19
0.10 0.10 -0.03
0.39 0.28 -0.38
0.16 -0.04 0.41
-1.59 -0.92 1.65
0.27 -0.64 2.67
0.21 0.23 -1.09
-0.57 -0.14 0.14
0.27 0.02 0.06
-0.15 -0.14 -0.07
-0.10 -0.14 -0.17
-0.16 0.12 -0.08
-0.06 -0.02 0.05
0.11 0.07 0.08
0.16 -0.05 0.03
-0.11 -0.08 0.10
0.07 -0.11 -0.04
-0.08 -0.05 -0.11
-0.10 -0.11 0.13
-0.09 0.07 -0.13
0.05 0.13 0.05
-0.11 -0.04 0.00
0.10 0.01 0.18
0.14 -0.03 -0.08
0.01 0.19 0.08
0.04 0.03 0.05
-0.04 0.13 0.00
0.09 0.02 0.05
-0.04 -0.04 0.12
0.06 -0.11 -0.11
-0.05 -0.10 0.15
0.15 0.03 0.06
0.01 -0.23 0.72
0.90 -1.57 0.30
-0.90 1.52 -0.74
-0.29 0.34 0.08
0.52 0.20 0.66
0.18 0.27 0.14
-0.75 -0.64 -0.76
-0.12 -0.10 0.60
0.59 0.47 1.42
-0.54 -0.52 -0.03
-1.30 -1.21 -1.73
-1.42 0.11 -3.96
1.09 0.67 0.96
-0.22 0.29 -0.90
-0.34 -0.21 -0.97
0.31 0.37 -0.02
-0.14 -0.07 0.40
0.54 -0.08 -0.34
-0.15 -0.27 -0.01
-0.36 0.09 0.12
0.02 -1.07 0.10
0.15 -0.32 -0.10
-1.03 1.29 -0.47
-0.30 0.31 0.08
-0.08 -0.12 -0.26
-0.16 0.03 0.14
0.04 -0.05 0.30
0.07 0.00 -0.05
0.00 0.12 -0.09
-0.03 -0.05 -0.04
-0.08 0.17 0.00
0.04 0.14 0.02
0.09 -0.01 -0.09
0.09 0.11 -0.01
0.12 0.02 -0.16
0.09 -0.08 -0.06
-0.21 -0.03 -0.17
0.05 -0.03 -0.07
0.09 -0.01 -0.08
-0.04 0.13 0.01
-0.10 -0.06 -0.12

(2)
Below is a single C4H7NO2 molecule, with properties calculated with ωB97M-V/def2-TZVPD.

Summary:
Electronic energy   -361.6977 Ha
Orbital gap   9.8066 eV
Net charge   0
Energy above the lowest of the compared OMol25 structures with the same formula, charge and spin   114.92 kcal/mol

Element x y z (Å)
C -2.21138 0.99144 0.03594
C -0.92069 0.88381 -0.03353
N 0.49336 1.72253 -0.62559
C 0.44238 0.51333 0.07367
O 1.10616 0.48443 1.29553
O 0.40706 -0.80822 -0.73013
C 0.93427 -1.94644 -0.06058
H -2.69960 1.94419 -0.14439
H -2.83509 0.12812 0.24032
H 0.36200 1.59602 -1.62602
H 1.68291 1.26552 1.27742
H 2.01347 -2.00451 -0.23156
H 0.75428 -1.93180 1.01811
H 0.47085 -2.83841 -0.48917

Force components x, y, z for each atom (eV/Å):
-0.41 0.57 -0.34
1.86 2.12 0.46
-1.98 0.06 0.45
-1.24 -3.94 -0.35
-0.16 -0.02 -1.19
1.41 1.52 0.98
0.41 0.13 -0.07
-0.04 -0.22 -0.47
0.18 0.08 0.51
0.17 -0.23 -0.02
-0.07 -0.20 0.03
0.00 -0.12 0.14
-0.08 0.05 -0.11
-0.06 0.20 -0.03

(3)
Below is a gas-phase ion, C5H11N2 (charge +1), with properties calculated with ωB97M-V/def2-TZVPD.

Summary:
Electronic energy   -306.2715 Ha
Orbital gap   8.9567 eV
Net charge   +1
Energy above the lowest of the compared OMol25 structures with the same formula, charge and spin   70.25 kcal/mol

Element x y z (Å)
C -1.64221 -2.35738 -1.56248
N -0.77526 -1.54329 -1.99630
C 0.30339 -1.15874 -1.20451
C 0.58585 0.11813 -0.86992
C 1.35783 0.34204 0.43439
C 0.80678 1.62271 1.15430
N -0.71105 1.37439 1.24612
H -1.51108 -3.11367 -0.76536
H -2.67314 -2.20983 -1.86866
H 0.93157 -2.02533 -1.01370
H 0.66645 0.96215 -1.56243
H 2.45280 0.39726 0.42307
H 1.15330 -0.52052 1.06820
H 1.07360 1.83768 2.20738
H 0.98420 2.43372 0.44226
H -1.05713 0.99139 0.35836
H -1.21161 2.20450 1.55349
H -0.73427 0.64479 1.95578

Force components x, y, z for each atom (eV/Å):
-0.02 0.03 0.53
-0.76 2.07 -0.10
-0.10 -1.34 -1.21
1.71 -0.02 0.45
0.15 -0.01 0.93
-0.45 -0.82 -1.11
1.17 0.14 0.36
0.33 0.54 0.07
0.06 -0.69 -0.91
0.17 0.01 1.56
-1.41 -0.22 0.02
-0.14 0.29 -0.46
0.04 -0.07 0.22
0.50 -0.16 -0.90
-0.18 0.31 0.64
-0.04 0.07 -0.08
-0.25 -0.07 -0.03
-0.78 -0.06 0.04

(4)
Below is a molecular structure, C31H41CrN4PSe2Si3, with properties calculated with ωB97M-V/def2-TZVPD.

Summary:
Multiplicity   2
Electronic energy   -8482.2311 Ha
Orbital gap (spin up / spin down)   7.4667 / 7.3563 eV
Net charge   -1
Energy above the lowest of the compared OMol25 structures with the same formula, charge and spin   0.00 kcal/mol

Element x y z (Å)
Cr 0.07047 -0.24190 0.42354
C 2.43649 -2.47247 2.25846
Si 3.14674 -0.89958 1.55523
C 3.24387 0.37294 2.92772
C 4.92892 -1.28520 1.08835
C 2.13514 -0.20360 0.11694
C 2.10672 1.28561 0.15400
C 3.14070 2.22528 0.10011
C 2.81385 3.56738 0.10783
C 1.48073 3.96413 0.17798
C 0.50774 2.98462 0.25197
N 0.84124 1.69819 0.24160
Si 2.41980 -0.74043 -1.67003
C 1.54418 -2.31617 -2.15026
C 4.22752 -0.98208 -2.12483
C 1.77780 0.61907 -2.79470
H 3.03673 -2.77395 3.12228
H 2.45890 -3.29716 1.54185
H 1.40641 -2.33062 2.58714
H 3.76090 -0.07101 3.78341
H 2.24666 0.67596 3.24851
H 3.79409 1.26887 2.63345
H 5.49048 -1.41615 2.01837
H 5.41246 -0.49216 0.51496
H 5.01693 -2.20988 0.51604
H 4.16790 1.88879 0.03940
H 3.59612 4.31517 0.05468
H 1.19979 5.00791 0.18140
H -0.54878 3.20951 0.32900
H 1.88370 -3.18094 -1.57454
H 1.77991 -2.50905 -3.20169
H 0.45954 -2.25388 -2.05227
H 4.63777 -1.91182 -1.73080
H 4.86305 -0.16384 -1.77930
H 4.29704 -1.02258 -3.21596
H 0.74892 0.90165 -2.55792
H 1.79404 0.25757 -3.82647
H 2.39001 1.52287 -2.74336
Se -1.83012 0.74088 -0.74132
P -3.53050 -0.67632 -0.66764
Se -3.30220 -2.70210 -1.20029
C -4.71813 0.17614 -1.78323
C -5.09119 1.50536 -1.58598
C -5.94531 2.13841 -2.47269
C -6.42733 1.45599 -3.58281
C -6.05332 0.13964 -3.79192
C -5.20514 -0.49810 -2.89597
C -4.22583 -0.48170 1.02067
C -4.56382 -1.61535 1.75005
C -5.07757 -1.50040 3.03452
C -5.25849 -0.25136 3.60404
C -4.89854 0.88623 2.89262
C -4.37508 0.76993 1.61730
H -4.70134 2.06549 -0.74947
H -6.23001 3.16892 -2.30137
H -7.08416 1.95460 -4.28491
H -6.42009 -0.39916 -4.65669
H -4.90986 -1.52925 -3.04348
H -4.42074 -2.58786 1.29593
H -5.32616 -2.39492 3.59172
H -5.65708 -0.16102 4.60726
H -5.01136 1.86602 3.34015
H -4.03460 1.65962 1.10741
N 1.88376 -5.93270 -0.02299
C 0.94085 -5.27884 0.14307
N -0.18152 -4.61179 0.33383
C -0.18443 -3.33891 0.40000
N -0.27640 -2.17685 0.46275
C 0.98832 0.61604 6.10212
Si -0.69266 0.55234 5.28492
C -1.61532 2.14441 5.62092
C -1.66028 -0.88152 5.98377
C -0.45545 0.34851 3.49593
C -0.23384 0.18377 2.30474
H 0.89213 0.62745 7.19088
H 1.53955 1.50670 5.79413
H 1.58427 -0.25297 5.81747
H -1.70370 2.32344 6.69590
H -2.61959 2.10236 5.19464
H -1.09508 2.99226 5.17167
H -1.80548 -0.76806 7.06171
H -1.13662 -1.82210 5.80284
H -2.63568 -0.94984 5.50339

Force components x, y, z for each atom (eV/Å):
-0.08 -0.18 0.56
-0.04 -0.09 0.04
-0.12 -0.08 -0.14
0.00 0.08 0.05
0.10 -0.01 0.01
-0.07 0.24 -0.25
0.27 0.02 -0.04
-0.09 -0.13 -0.04
0.02 0.09 -0.01
-0.05 -0.03 0.00
0.25 0.00 0.08
-0.35 -0.07 0.01
0.02 -0.03 0.10
0.00 -0.10 -0.02
0.09 0.05 -0.05
-0.05 0.09 -0.04
0.01 -0.01 0.00
0.00 0.00 -0.02
0.00 0.00 0.03
0.00 0.00 0.01
-0.01 0.01 0.01
0.03 0.00 0.00
0.03 -0.02 -0.02
0.00 0.03 0.03
-0.02 -0.01 0.00
0.01 0.01 0.01
0.00 0.00 0.00
0.03 0.01 0.00
-0.01 0.00 0.00
0.01 0.00 0.02
-0.01 -0.04 0.00
0.00 0.03 -0.04
-0.02 -0.02 0.01
-0.01 0.02 -0.03
0.03 -0.01 0.00
-0.01 -0.04 -0.01
0.00 0.02 -0.01
0.02 0.00 0.00
0.06 0.07 -0.41
-0.19 0.00 0.07
0.08 0.01 -0.06
0.00 0.03 -0.07
0.03 0.02 0.01
-0.04 -0.02 -0.04
0.00 0.04 0.01
-0.01 -0.04 -0.01
-0.03 -0.04 0.07
0.06 -0.06 0.09
-0.10 -0.03 -0.13
0.00 -0.03 0.03
0.03 0.03 0.03
-0.04 -0.02 0.05
0.12 0.03 -0.03
0.01 0.00 0.00
0.01 0.01 0.00
-0.01 0.00 0.01
0.00 0.00 0.00
-0.01 0.01 -0.03
0.02 0.00 0.03
-0.01 0.00 0.00
0.00 0.00 0.00
0.02 0.00 0.00
0.02 0.00 0.00
0.02 0.01 0.00
0.02 -0.01 -0.01
-0.06 -0.03 0.04
-0.02 0.07 -0.01
0.12 0.06 0.05
0.06 0.03 0.04
0.03 -0.01 -0.11
-0.03 0.05 0.05
0.01 -0.06 0.06
0.01 0.04 -0.04
-0.06 0.01 0.06
0.02 0.01 0.01
0.01 0.01 0.00
0.00 -0.02 0.01
-0.03 0.02 -0.01
-0.01 0.00 -0.01
0.01 0.01 0.00
-0.02 -0.02 -0.01
0.00 0.00 0.01
-0.09 -0.01 -0.03